# 1
99
Properties=species:S:1:pos:R:3:forces:R:3:mulliken_charge:R:1 method="wB97M-V/def2-TZVPD" lumo_ev=0.46 charge=-1 fmax_ev_per_a=16.30 de_lowest_kcal_mol=59.5 molar_mass_g_mol=822.76
C -6.44486 0.10930 1.85646 3.874 0.707 -1.136 -0.51
H -4.11686 -2.61770 2.61746 -1.670 1.563 -0.447 0.27
C -3.67286 -0.78970 1.43746 -2.724 0.002 1.965 -0.24
O -3.71886 -6.59670 2.19046 -1.189 -0.194 1.643 -0.55
O 3.63414 -6.10270 5.16446 0.605 -0.049 -1.352 -0.57
C 2.61514 -1.94170 -2.32654 1.373 -0.122 -0.405 0.30
H 3.51014 -0.84370 1.63046 0.067 -0.718 -0.446 0.46
O -5.07286 3.08830 0.10146 -1.284 -2.271 2.001 -0.56
C 0.22614 -7.47470 0.78746 -3.265 4.510 -0.820 -0.53
C 3.01314 -2.10570 3.29846 -0.166 -1.331 0.918 -0.09
H -2.67186 -1.19170 1.31046 -0.039 0.548 -0.272 0.29
H 0.95314 -4.32370 -0.33754 0.945 0.621 -0.470 0.42
C -5.92086 -1.25570 2.26046 -3.644 0.696 1.967 -0.39
H 0.92114 -1.89470 1.06446 7.333 -3.393 4.664 0.05
H 4.64714 -5.19870 1.35646 0.818 -1.840 -0.917 0.56
C 2.48414 3.07130 0.43546 4.022 0.388 -0.561 0.15
H -1.22286 3.95530 0.56646 1.137 1.240 -6.085 0.62
O -3.48086 -4.50570 1.40746 -0.384 -2.700 2.731 -0.51
H 1.61814 -2.09470 -1.81454 0.447 1.023 -0.967 0.10
H 4.97714 -0.95870 -3.72254 -2.324 -0.021 0.018 0.25
C 4.16314 -3.03470 1.15546 -1.185 -2.148 4.257 -0.22
H -2.45086 3.31230 1.58246 0.605 0.752 -0.395 0.27
C 4.21114 -4.42670 1.87546 -2.634 5.207 3.964 -0.49
O -0.69286 0.51830 0.47246 -0.885 -0.482 -1.718 -0.49
C 3.71914 -4.65870 3.38146 -0.409 5.445 -3.535 -0.02
O 5.94914 3.70530 -3.47154 -0.562 -0.111 -0.381 -0.55
H -3.02086 5.63730 1.63946 -0.934 0.529 -1.552 0.35
C -0.07286 5.09330 2.97446 0.191 -0.395 -1.072 0.39
H -2.19486 6.67930 2.83146 1.271 4.612 1.251 0.39
N 5.89114 4.21330 -2.39154 2.891 1.593 2.774 0.88
O 3.49814 -2.71770 -1.94154 -0.800 1.495 -1.199 -0.66
C -2.55286 3.85430 -4.89154 0.279 -3.779 5.633 -0.65
C 3.57014 -1.89770 1.93546 0.088 -2.812 1.279 -0.57
C 1.06814 -6.52170 0.15846 -3.542 5.236 1.201 -0.45
H -0.47586 2.80430 -2.26154 3.146 -0.449 1.841 1.04
H -2.92186 5.16530 3.31346 -0.286 1.590 -0.839 0.32
C -4.06386 0.49230 1.01946 -2.591 -0.194 1.458 0.19
H 2.44214 -1.19670 3.89946 1.728 -2.386 -2.076 0.17
C -1.23386 3.80130 -4.02654 -8.887 -3.648 2.217 -0.75
C -1.39486 3.69330 1.47446 -2.949 -2.193 6.277 -1.38
N 3.81114 -6.00070 3.94546 -1.522 -0.267 0.123 0.88
H 3.70414 -1.28970 -5.07254 0.814 -0.780 1.169 0.40
C -0.95086 -4.75170 0.55546 1.640 -3.792 0.542 -0.13
C -1.78286 -5.92170 1.18746 5.174 -0.471 -1.030 0.30
N -3.08486 -5.66570 1.82346 0.960 3.172 -5.642 0.81
H 3.62014 4.58130 1.91946 -0.986 -1.280 -2.797 0.23
H 0.89814 -0.36670 -2.78554 0.158 0.997 -0.550 0.13
H 1.96914 0.80530 -3.63654 0.114 3.896 -0.409 0.32
C -3.81586 3.08930 -4.44654 4.243 1.445 3.539 -0.08
C -1.31186 3.06630 -2.74754 -2.339 2.744 -5.722 -1.04
H 1.73914 2.71630 1.12546 -0.477 0.249 0.097 0.25
C 1.58314 -0.12070 -3.62954 -1.916 -4.668 0.408 -0.76
H 3.96614 1.96930 -2.61954 0.047 0.793 0.242 0.45
C 0.46114 -5.16470 0.06646 -4.311 -1.018 1.760 -0.37
C 2.78314 2.23630 -0.68654 -0.199 1.550 -2.813 0.09
C -2.43686 5.79730 2.48546 0.484 -8.170 1.650 -1.05
N -1.23886 4.86530 2.34046 0.313 0.156 -0.420 0.17
O 0.11714 6.09830 3.64346 0.620 -0.579 0.181 -0.68
N 2.75914 -0.89970 -3.31554 -1.230 -2.545 3.794 0.40
H 4.56314 -3.07670 0.10746 -0.626 0.670 1.282 0.35
N -5.92686 2.39930 0.79746 6.344 0.515 -3.051 0.93
H -7.47386 0.49930 1.90246 0.485 -0.815 0.283 0.41
H -0.36786 4.12030 -4.37454 3.637 1.759 -1.771 0.62
H 3.99014 -0.02170 -4.58854 0.913 14.501 -7.386 0.93
H 2.68714 -3.25670 5.14346 0.471 -1.089 -1.472 0.37
C -5.45186 1.06630 1.29846 -0.122 -4.732 0.673 -0.23
H 0.82414 -8.24870 0.78046 1.524 -5.388 1.020 0.53
C 0.07414 -0.24270 1.05346 1.499 1.878 3.586 0.63
C 3.49314 4.08430 0.82846 3.278 -0.759 -0.650 -0.33
C 4.80614 3.74930 -1.40854 -1.421 -1.113 2.431 -0.08
H 1.01714 -0.49270 -4.54954 1.037 0.844 0.714 0.27
N -5.06586 2.88430 -5.23154 -2.589 -0.736 0.199 0.87
C 4.79214 4.30230 -0.00354 -3.572 0.018 0.065 -0.51
O 0.73314 0.07530 2.09346 0.251 -0.279 -0.600 -0.79
H -2.45286 4.28630 -5.80454 -0.130 1.174 -2.612 0.47
H -3.34086 1.11230 0.57646 0.748 0.712 -0.660 0.52
C -4.62486 -1.65070 2.25246 3.561 1.164 -2.776 -0.29
H -1.79286 -8.09370 1.68446 0.060 -0.260 0.046 0.44
H 0.71414 4.24030 2.68546 -1.242 1.637 0.951 0.10
C 3.85714 2.63830 -1.75554 -0.479 1.142 4.039 -0.34
C 3.90214 -0.71270 -4.08854 1.313 -14.542 4.898 -1.69
C -2.49686 2.53030 -2.30254 -0.141 1.518 -1.433 -0.16
H -4.27586 1.93930 -2.59654 -5.807 -4.417 2.525 0.71
C 3.04214 -3.40070 4.07846 2.145 0.194 -3.276 -0.29
C -1.21686 -7.30870 1.23446 2.854 4.221 -1.236 -0.64
H 2.15614 -6.40670 -0.06154 -1.002 -1.471 0.195 0.36
H -6.65186 -1.99870 2.83146 1.240 1.906 -1.449 0.20
O 3.88514 -6.95070 3.15046 0.424 1.134 1.165 -0.56
O -7.00186 2.80230 0.93146 -4.037 0.273 1.438 -0.59
O 0.25114 -1.54070 0.69346 -8.097 2.514 -6.147 -0.24
O 6.81414 5.05230 -1.96554 -3.795 -2.751 -1.091 -0.56
H -1.29586 -3.64170 0.51246 0.673 -2.406 0.112 0.29
H 1.92514 1.43830 -0.96354 2.496 1.651 0.613 0.00
H 5.55214 5.02230 0.53246 -1.418 -1.611 -1.899 0.30
H -0.91386 2.75330 1.78146 0.816 0.681 0.007 0.45
O -6.14386 2.66030 -4.57454 3.437 0.735 -1.433 -0.52
H -2.30586 2.03730 -1.39254 -0.960 -0.973 1.157 0.36
C -3.72386 2.60030 -2.98054 5.354 4.148 -6.217 -0.34
O -5.05886 2.86230 -6.47454 0.824 0.398 2.228 -0.54

=====

# 2
89
Properties=species:S:1:pos:R:3:forces:R:3:mulliken_charge:R:1 method="wB97M-V/def2-TZVPD" lumo_ev="-5.66 / -7.03" charge=+2 fmax_ev_per_a=0.49 multiplicity=3 de_lowest_kcal_mol=2.3 molar_mass_g_mol=963.05
H 3.88928 -1.78041 -0.97621 0.081 0.046 -0.073 0.58
C -1.93331 -3.59679 3.41149 0.080 -0.123 0.120 0.78
N -2.98673 0.16363 0.05286 0.004 0.065 0.368 0.68
H 5.71169 3.55667 0.69917 -0.058 -0.138 -0.070 0.49
H 4.65141 1.29583 -2.78907 0.023 0.016 0.092 0.77
C -1.47583 -3.67699 -2.63728 0.221 -0.049 0.065 -1.04
H -3.60947 -1.95670 0.98673 -0.024 -0.003 -0.002 0.29
H -3.10946 1.50804 1.60474 0.039 -0.039 0.068 0.65
Pd -0.86267 -0.43812 0.47282 -0.140 -0.175 -0.431 0.12
S 1.81597 -0.92676 -1.52393 -0.080 -0.039 0.236 0.36
C -2.13626 -2.75868 2.32154 0.300 0.221 -0.221 -1.12
C 4.82560 1.62832 1.05669 0.102 -0.090 -0.040 -0.54
H 3.87698 -1.01339 -2.57794 0.103 0.036 0.076 0.60
H 5.59059 3.34351 -1.76604 -0.038 -0.087 0.061 0.46
H -5.46427 -0.68422 -2.04331 0.029 0.036 0.066 0.57
H -0.00977 -3.04389 -1.21714 0.068 -0.010 0.080 0.77
C -3.42547 -2.58726 1.83950 -0.136 0.005 -0.037 0.37
H -0.64324 3.44355 3.23846 0.012 0.133 0.101 0.59
C -4.94735 -0.18717 -1.23457 -0.081 -0.123 -0.248 -0.71
H 1.39234 4.13427 2.46195 0.019 -0.049 -0.034 0.36
C -1.54818 3.79156 1.29495 0.030 0.019 0.118 -1.27
N -1.64699 -1.79737 -1.17439 0.316 -0.135 0.104 1.20
H 4.91072 1.70268 2.13744 -0.020 -0.013 -0.149 0.46
H 1.58344 0.31750 3.48698 0.096 -0.019 -0.033 0.45
H -2.78624 -4.91594 4.89000 -0.018 0.090 -0.103 0.42
C -5.62729 0.73179 -0.45700 -0.214 0.058 -0.027 -0.45
H -4.41706 -2.08672 -3.04454 0.072 -0.034 0.037 0.58
C 2.35672 0.07960 -6.65678 0.012 -0.001 -0.062 -0.45
C 2.84945 1.16495 -5.94531 0.009 0.012 0.021 -0.84
C 5.21060 2.54831 -1.13326 -0.024 -0.005 -0.003 -0.84
C 1.48276 2.33389 1.20928 0.014 0.112 0.105 0.70
C -4.47585 -3.24244 2.46401 -0.019 0.053 -0.064 -0.90
C 1.24523 -0.70809 -4.67378 0.015 0.051 0.081 -0.05
H 0.60257 -1.43642 -4.18594 0.031 0.030 -0.031 0.37
C -4.25646 -4.07204 3.56131 0.008 -0.030 0.047 -0.55
H 3.46930 1.90272 -6.44134 -0.051 -0.044 0.037 0.41
C -2.97302 -4.26114 4.04471 -0.028 -0.083 0.087 -0.52
H 1.13449 2.77607 0.27604 -0.007 0.074 -0.080 0.52
H -0.49696 1.87880 5.14341 -0.032 0.009 -0.016 0.33
H 0.36165 0.67122 -2.29978 -0.172 0.095 -0.020 0.62
H 2.19298 1.55548 0.94390 -0.025 0.049 -0.013 -0.94
H -1.96793 3.23561 0.45357 0.000 -0.025 0.021 0.23
C -3.65848 1.03975 0.80624 -0.010 -0.080 -0.212 -0.56
H -0.04671 -0.19877 3.84829 -0.033 -0.086 0.062 0.23
H 2.10976 -2.59690 2.81978 0.020 -0.021 -0.008 0.27
H 1.60035 -1.66948 1.43586 -0.035 0.082 -0.134 -0.38
C -3.62738 -0.46291 -0.94461 0.212 -0.080 -0.086 0.88
C -2.87233 -1.54530 -1.64184 -0.112 0.213 0.094 -0.21
C 2.10783 3.37961 2.12829 0.031 0.025 -0.096 -1.47
C 1.75068 0.37437 -3.94787 -0.039 -0.129 0.075 0.02
C 2.54991 1.31007 -4.59579 0.040 0.062 0.001 -0.30
H -0.90502 -4.52550 -2.99130 -0.034 0.055 0.034 0.53
C 3.61849 -0.87426 -1.52392 0.109 0.024 0.087 -1.31
C 4.28879 0.48410 0.47850 0.161 -0.019 0.045 -0.30
N -0.94866 -2.17799 1.80970 0.033 0.160 0.352 0.92
C 4.20215 0.36540 -0.90824 0.028 -0.075 0.030 0.17
H 2.90129 3.90063 1.59044 -0.007 -0.002 0.053 0.41
H -0.67122 4.32702 0.92600 -0.034 -0.038 0.037 0.33
C 0.52497 1.62214 4.86918 0.083 -0.089 -0.009 -1.36
C -4.98507 1.35342 0.59548 0.116 0.121 0.153 -0.89
H 1.97225 1.36923 -2.00934 -0.057 0.041 -0.095 0.39
H -5.48488 -3.10888 2.08838 0.104 -0.014 0.032 0.44
Br -3.45662 -4.42312 -4.50691 -0.063 -0.096 -0.134 -0.08
C -3.43440 -2.30424 -2.64993 -0.218 0.073 -0.091 -0.68
C 5.28046 2.66611 0.24993 0.010 0.001 0.020 -0.58
H 2.92673 2.16809 -4.04651 -0.035 -0.074 -0.069 0.57
H 2.55580 2.92182 3.01188 -0.019 0.007 -0.041 0.27
H 0.97800 1.12823 5.73087 -0.040 0.036 -0.019 0.44
H -2.28185 4.53918 1.59753 0.022 0.004 -0.022 0.41
N 1.37082 -2.21819 2.25464 -0.043 0.000 0.043 -0.08
H 3.95462 -0.33556 1.10867 0.043 0.072 -0.047 0.30
C -2.72056 -3.37651 -3.15433 -0.110 -0.066 -0.129 -0.42
C -1.19034 2.89192 2.48063 -0.105 0.082 -0.245 -1.12
H -5.08914 -4.57707 4.03558 0.066 0.038 -0.037 0.41
H -2.06899 2.48129 2.97402 -0.076 0.026 0.073 0.71
C 4.67598 1.40075 -1.70902 0.023 0.058 -0.016 -0.25
O 1.40901 -0.57038 -0.07364 -0.101 -0.170 -0.345 0.43
C 1.55039 -0.85623 -6.02055 -0.029 0.014 0.059 -0.80
As -0.04335 1.41608 1.96557 0.028 -0.209 0.274 1.05
S -0.23516 -3.68474 3.78785 0.081 -0.087 0.156 -0.31
H -5.49716 2.06158 1.23321 0.038 -0.036 -0.035 0.52
H 2.59327 -0.03366 -7.71058 -0.029 0.018 0.156 0.40
Br -7.41116 1.10751 -0.82262 -0.207 0.046 -0.040 -0.07
H 1.07370 2.54853 4.69900 -0.016 -0.041 -0.007 0.29
C 0.57237 0.67735 3.66751 -0.054 0.214 0.104 -0.48
C 1.42910 0.54560 -2.47812 0.063 0.039 -0.145 -0.63
C 0.10498 -2.58501 2.49406 -0.312 -0.099 -0.159 0.03
C -0.97974 -2.85108 -1.64868 -0.049 0.036 -0.016 -1.10
H 1.15255 -1.69746 -6.57720 0.036 0.066 0.061 0.43